C10H29N2O5Pd | ωB97M-V/def2-TZVPD

- <S²> = 2.005
- gap between HOMO and LUMO (alpha / beta) (eV) = 9.03 / 6.79
- relative energy (zero: lowest compared OMol25 entry of this formula, charge and spin) (kcal/mol) = 76.2
- electronic energy (eV) = -27524.197
- spin multiplicity = 3
- HOMO energy (alpha / beta) (eV) = -12.2 / -12.1
- net charge = +1

```
47
Properties=species:S:1:pos:R:3:forces:R:3
H -2.277901 2.664825 4.609239 0.6 -1.1 -0.1
H -1.471861 -4.651495 -1.551751 -0.1 -0.3 -0.4
C 3.368419 1.382905 -1.943071 -1.2 1.3 -0.4
H -0.630431 -6.770415 -0.778231 -0.8 0.3 0.7
H 3.668109 3.294695 -0.971681 0.2 0.0 0.0
H 1.065249 -2.504885 -0.890211 1.0 0.3 0.3
O -2.619761 0.898935 2.018479 0.4 0.0 1.7
H -0.698971 3.348195 -2.323371 0.5 -0.3 -0.4
H -3.037641 3.821925 3.827429 -0.5 0.2 -1.0
C -0.665701 -2.096935 -2.516741 -1.6 0.3 -1.7
H 0.080289 -2.832105 0.289819 1.8 0.4 2.1
H -1.368841 -2.602135 -3.178911 -1.0 0.5 0.0
H -4.130671 1.549465 3.577519 0.2 -1.1 -0.2
H -1.199751 3.672285 -0.769341 -0.2 -0.3 0.6
O -0.080001 -4.796265 -0.066921 -0.4 -0.5 -1.1
H -0.327711 -0.608045 4.608719 0.1 0.0 -0.1
H 3.742849 1.867565 -2.844741 0.3 -0.3 -0.1
O -1.295791 3.158605 2.823099 -0.6 0.1 0.5
C -2.505171 2.906085 3.570859 0.3 -0.7 -0.3
C -0.794631 -2.646305 -1.143331 1.6 -1.3 -2.1
H 0.624549 -6.583195 0.562449 -0.6 -0.3 0.0
H 0.935429 -6.315115 -1.106321 0.5 0.5 -0.2
C 1.633019 3.173955 -1.188771 -2.1 1.0 0.1
H -1.736271 -2.353185 -0.679121 -0.1 -0.5 -0.1
N 0.300569 -2.099495 -0.369621 -0.7 -0.4 1.0
C -0.772591 2.856935 -1.353141 -0.4 1.0 -0.7
O 0.524399 -0.447115 4.158669 0.0 0.2 -0.3
H -3.923411 2.315935 1.998389 -0.4 0.7 0.6
H -1.334011 4.083075 2.567189 0.2 0.0 -0.2
H 1.536329 4.085845 -0.599521 0.5 0.2 0.4
H 1.593119 3.556955 -2.208481 -0.2 -0.4 -0.4
O 0.449689 2.414735 -0.839721 1.3 -1.1 0.0
H 3.361429 2.498265 0.982529 -0.3 0.2 0.8
C 2.928189 2.494335 -0.966051 1.0 -2.3 1.1
C 0.171629 -6.175535 -0.341311 1.3 -0.1 0.3
H -3.066121 0.049385 1.993569 -0.1 -0.1 0.1
C -3.396011 1.848245 2.829779 0.6 1.7 -1.1
Pd 0.519609 0.987495 1.623019 0.2 0.4 -0.7
H 0.211969 -4.431395 -2.072071 0.2 0.4 -0.2
H 4.107309 0.740245 -1.464391 0.0 0.1 -0.4
N 2.951929 1.789505 0.390859 -0.3 1.3 0.1
H -1.460511 2.022525 -1.489651 0.1 0.0 0.4
H 3.717659 1.131595 0.360609 -0.1 -0.5 -0.1
H -0.828711 -1.021995 -2.439151 -0.1 0.0 -0.6
H 2.469679 0.835945 -2.228011 0.2 -0.4 0.1
H 0.173719 -2.310035 -3.178601 1.1 0.1 1.1
C -0.512671 -4.204795 -1.289991 -1.8 0.8 0.9
```
Positions in Å, forces in eV/Å.

Atomic partial charges in e from the Löwdin method, atoms 1 to 5:
1 H 0.108
2 H 0.126
3 C -0.034
4 H 0.092
5 H 0.140